Here is a molecular structure, C36H40O3P2STi in a non-equilibrium geometry from the Open Molecules 2025 dataset. Energies are from the ωB97M-V functional and the def2-TZVPD basis.

Positions of all 83 atoms, in Å:
Ti1 4.89 -3.29 -0.25
C1 1.21 2.32 1.07
C2 2.47 2.35 1.53
C3 2.95 1.97 2.89
C4 3.07 0.44 3.12
C5 1.86 -0.37 2.81
C6 0.60 0.00 3.08
C7 0.03 1.38 3.21
C8 -0.05 2.12 1.85
C9 4.74 -4.60 -1.81
H1 1.03 2.50 0.01
H2 3.25 2.72 0.86
H3 2.33 2.40 3.68
H4 3.97 2.39 3.03
H5 3.94 0.06 2.57
H6 3.27 0.30 4.19
H7 2.03 -1.41 2.56
H8 -0.14 -0.79 3.28
H9 0.57 1.99 3.95
H10 -1.00 1.25 3.58
H11 -0.77 1.57 1.23
H12 -0.50 3.11 2.04
H13 4.24 -4.01 -2.61
H14 4.09 -5.45 -1.56
H15 5.71 -4.96 -2.17
P1 7.04 -2.31 -0.26
P2 6.02 -4.64 1.33
C10 7.27 -2.25 1.54
C11 6.92 -3.35 2.24
C12 8.70 -2.46 -0.91
C13 9.74 -1.94 -0.14
C14 11.05 -1.94 -0.62
C15 11.31 -2.49 -1.88
C16 10.28 -3.06 -2.64
C17 8.97 -3.06 -2.16
C18 6.58 -0.58 -0.63
C19 5.32 -0.28 -0.10
C20 4.66 0.88 -0.46
C21 5.36 1.87 -1.15
C22 6.65 1.61 -1.62
C23 7.25 0.36 -1.41
C24 7.24 -5.99 1.41
C25 8.52 -5.82 0.85
C26 9.55 -6.70 1.20
C27 9.30 -7.79 2.05
C28 8.01 -7.97 2.57
C29 6.98 -7.09 2.23
C30 4.64 -5.11 2.44
C31 3.66 -6.01 1.97
C32 2.60 -6.35 2.81
C33 2.52 -5.80 4.09
C34 3.48 -4.89 4.54
C35 4.53 -4.52 3.70
H16 7.70 -1.34 1.96
H17 7.22 -3.56 3.27
H18 9.53 -1.53 0.85
H19 11.83 -1.50 0.00
H20 12.33 -2.47 -2.26
H21 10.50 -3.50 -3.62
H22 8.15 -3.50 -2.75
H23 4.88 -0.94 0.68
H24 3.61 1.01 -0.20
H25 4.90 2.85 -1.29
H26 7.19 2.38 -2.16
H27 8.24 0.13 -1.81
H28 8.73 -4.97 0.20
H29 10.56 -6.54 0.82
H30 10.11 -8.48 2.31
H31 7.81 -8.80 3.24
H32 5.99 -7.23 2.67
H33 3.72 -6.41 0.95
H34 1.83 -7.04 2.45
H35 1.70 -6.09 4.75
H36 3.42 -4.45 5.54
H37 5.26 -3.77 4.01
C36 1.07 -2.80 -1.08
S1 2.44 -1.96 -0.29
O1 3.57 -1.91 -1.32
O2 2.05 -0.69 0.25
O3 3.03 -2.97 0.72
H38 0.53 -2.02 -1.63
H39 0.43 -3.28 -0.33
H40 1.48 -3.56 -1.77

**HOMO-LUMO gap (alpha / beta)**: 6.04 / 8.40 eV
**Spin multiplicity**: 3
**Calculated total energy**: -96648.0614 eV
**⟨S²⟩**: 2.0072